Formula: C37H26CrF13N3O2Se2
Source: the OMol25 dataset
Level of theory: ωB97M-V with the def2-TZVPD basis set

The geometry in ORCA input format:
```
! wB97M-V def2-TZVPD RIJCOSX def2/J DEFGRID3
* xyz -2 5
Cr -0.063 -0.021 -1.051
C 0.199 -3.682 6.080
C 0.354 -3.490 4.593
C 0.271 -4.563 3.718
C 0.408 -4.350 2.359
C 0.624 -3.078 1.839
N 0.862 -2.996 0.431
C -1.293 -1.662 -1.524
C -1.028 -2.915 -2.078
C -2.036 -3.734 -2.575
C -3.364 -3.323 -2.541
C -4.463 -4.188 -3.106
C -3.652 -2.073 -2.004
C -2.635 -1.264 -1.509
C -2.860 0.140 -0.928
O -1.718 0.637 -0.358
C -3.904 0.083 0.219
F -3.971 1.226 0.915
F -5.168 -0.150 -0.238
F -3.632 -0.898 1.095
C -3.360 1.090 -2.015
F -3.671 2.328 -1.609
F -0.590 0.503 -2.804
F -4.341 0.659 -2.828
C 0.653 -1.968 2.699
C 0.544 -2.220 4.068
C 0.758 -0.500 2.163
O 0.436 -0.319 0.901
C 2.219 -0.007 2.439
F 3.076 -0.614 1.611
F 2.664 -0.262 3.699
F 2.343 1.313 2.260
C -0.236 0.405 2.996
F 0.178 0.701 4.268
F -0.432 1.582 2.406
F -1.433 -0.190 3.115
H 0.506 -4.684 6.383
H 0.799 -2.958 6.633
H -0.842 -3.546 6.385
H 0.108 -5.567 4.098
H 0.367 -5.172 1.656
H -0.002 -3.271 -2.131
H -1.789 -4.706 -2.996
H -4.225 -5.249 -3.002
H -5.411 -4.003 -2.598
H -4.619 -3.990 -4.171
H -4.682 -1.735 -1.983
H 0.597 -1.395 4.762
Se 1.936 0.204 -3.474
Se 4.024 -0.577 -2.857
C 3.595 -1.832 -1.465
C 4.696 -2.496 -0.935
C 4.481 -3.355 0.131
C 3.202 -3.530 0.609
C 2.155 -2.824 -0.005
N 2.357 -1.987 -1.031
C 1.943 1.762 -2.299
C 2.738 2.836 -2.642
C 2.974 3.768 -1.574
C 2.201 3.750 -0.477
C 0.999 2.843 -0.422
N 1.243 1.618 -1.190
H 5.683 -2.328 -1.346
H 5.311 -3.884 0.585
H 2.985 -4.186 1.440
H 0.197 -2.409 -0.065
H 3.332 2.821 -3.543
H 3.808 4.462 -1.647
H 2.392 4.414 0.360
H 0.834 2.525 0.603
F -0.284 9.064 -1.821
C -0.303 7.715 -1.597
C -0.946 7.236 -0.479
C -0.959 5.859 -0.268
C -0.344 4.976 -1.149
C -0.359 3.494 -0.905
C 0.298 5.513 -2.267
C 0.321 6.879 -2.502
H -1.427 7.923 0.205
H -1.466 5.460 0.603
H -0.646 2.972 -1.822
H -1.132 3.254 -0.172
H 0.794 4.837 -2.956
H 0.818 7.298 -3.367
*
```

The HOMO energy (alpha / beta) is -1.38 / -1.44 eV. The frontier orbital gap (alpha / beta) comes out at 5.53 / 5.59 eV. Its relative energy (zero: lowest compared OMol25 entry of this formula, charge and spin) is 0.0 kJ/mol. The calculation puts the LUMO energy (alpha / beta) at 4.15 / 4.16 eV.